Formula: C33H63CrF3NO27
Source: OMol25
Level of theory: the ωB97M-V functional and the def2-TZVPD basis

* LUMO level (alpha / beta): -1.502 / -5.305 eV
* HOMO (alpha / beta): -7.767 / -12.751 eV
* Kohn-Sham gap (alpha / beta): 6.27 / 7.45 eV
* total charge: +1
* <S²>: 20.012
* 2S+1: 9

CARTESIAN COORDINATES (ANGSTROEM)
1 Cr 27.150 -29.237 23.280
2 F 25.952 -21.299 23.785
3 F 25.173 -22.614 25.312
4 F 26.746 -21.218 25.815
5 O 23.392 -20.833 25.983
6 O 25.367 -29.715 24.406
7 O 31.011 -25.132 25.966
8 O 25.801 -22.435 28.824
9 O 25.702 -28.293 21.805
10 O 22.083 -24.901 27.059
11 O 30.844 -26.494 27.611
12 O 24.235 -26.654 21.435
13 O 31.124 -23.537 20.149
14 O 22.785 -25.138 29.170
15 O 23.829 -28.593 20.605
16 O 28.609 -28.730 21.722
17 O 23.632 -31.101 24.822
18 O 29.835 -21.789 20.795
19 O 31.884 -27.196 25.758
20 O 30.880 -21.667 18.926
21 O 28.724 -29.904 24.683
22 O 27.194 -27.210 24.233
23 O 20.779 -25.893 28.455
24 O 27.042 -23.713 30.192
25 O 30.563 -30.855 25.605
26 O 24.866 -19.106 25.367
27 O 29.321 -29.078 19.631
28 O 27.773 -23.009 28.194
29 O 23.805 -29.276 25.950
30 O 29.105 -29.948 26.888
31 O 30.670 -28.144 20.981
32 N 25.122 -29.116 29.345
33 C 29.064 -23.622 28.427
34 C 31.255 -27.670 28.313
35 C 23.915 -30.002 20.564
36 C 25.628 -21.359 25.098
37 C 24.644 -27.913 21.355
38 C 30.690 -22.425 19.995
39 C 31.292 -26.357 26.367
40 C 29.413 -30.200 25.639
41 C 31.281 -30.841 24.391
42 C 31.742 -22.130 17.890
43 C 25.089 -25.785 22.192
44 C 27.738 -26.052 24.747
45 C 24.888 -22.094 29.860
46 C 28.135 -29.750 19.264
47 C 25.506 -28.035 29.395
48 C 24.366 -30.019 25.015
49 C 22.350 -19.239 27.571
50 C 22.293 -19.936 26.213
51 C 26.941 -25.361 25.873
52 C 26.903 -23.081 29.175
53 C 31.617 -24.707 24.757
54 C 24.550 -20.380 25.462
55 C 21.958 -25.323 28.318
56 C 24.173 -27.905 25.981
57 C 24.237 -32.168 24.113
58 C 20.504 -26.439 29.731
59 C 29.526 -22.480 22.002
60 C 25.969 -26.658 29.460
61 C 27.968 -29.115 27.121
62 C 28.283 -25.066 23.725
63 C 29.477 -28.714 20.892
64 C 31.070 -27.667 22.279
65 C 23.259 -24.168 26.748
66 H 21.113 -27.325 29.941
67 H 29.625 -23.323 27.541
68 H 25.655 -26.015 28.639
69 H 25.159 -27.727 25.560
70 H 30.693 -31.016 23.490
71 H 25.265 -32.424 24.383
72 H 25.358 -22.128 30.841
73 H 27.596 -24.673 26.402
74 H 32.034 -31.628 24.411
75 H 30.957 -28.572 27.785
76 H 28.544 -22.924 21.889
77 H 28.642 -26.330 25.315
78 H 24.137 -24.676 27.145
79 H 23.462 -27.170 25.600
80 H 32.343 -27.698 28.395
81 H 23.743 -33.088 24.426
82 H 27.538 -24.551 23.118
83 H 24.216 -27.657 27.044
84 H 24.164 -32.012 23.040
85 H 19.489 -26.816 29.797
86 H 30.207 -27.298 22.829
87 H 28.935 -25.575 23.015
88 H 26.195 -24.730 25.380
89 H 28.129 -30.039 18.220
90 H 27.956 -28.948 28.195
91 H 28.048 -30.660 19.869
92 H 30.318 -23.191 22.242
93 H 31.783 -26.891 22.016
94 H 24.875 -24.770 21.871
95 H 31.276 -23.717 24.461
96 H 25.550 -26.145 30.328
97 H 28.874 -24.328 24.268
98 H 23.152 -18.510 27.649
99 H 29.590 -23.151 29.251
100 H 23.130 -30.427 19.947
101 H 23.893 -30.420 21.570
102 H 31.511 -28.487 22.842
103 H 32.703 -24.750 24.780
104 H 27.244 -29.169 19.519
105 H 26.433 -26.047 26.546
106 H 22.260 -19.134 25.473
107 H 23.238 -23.158 27.163
108 H 30.885 -27.588 29.330
109 H 21.424 -20.580 26.126
110 H 21.348 -18.844 27.737
111 H 31.263 -25.296 23.905
112 H 31.463 -21.542 17.022
113 H 28.915 -24.696 28.368
114 H 27.044 -26.574 29.617
115 H 26.117 -26.018 21.920
116 H 24.903 -25.916 23.257
117 H 26.999 -29.481 26.788
118 H 31.874 -29.930 24.278
119 H 29.590 -21.825 22.872
120 H 24.088 -22.839 29.838
121 H 23.290 -23.994 25.677
122 H 24.394 -21.132 29.736
123 H 28.125 -28.137 26.664
124 H 24.837 -30.399 20.129
125 H 20.725 -25.751 30.546
126 H 32.798 -22.009 18.126
127 H 22.521 -19.988 28.348
128 H 31.544 -23.191 17.731

Formula: C33H63N3O27
Source: OMol25
Level of theory: the ωB97M-V functional and the def2-TZVPD basis

* LUMO level (alpha / beta): 1.856 / 1.823 eV
* HOMO (alpha / beta): 0.487 / -8.451 eV
* Kohn-Sham gap (alpha / beta): 1.37 / 10.27 eV
* total charge: -1
* <S²>: 0.750
* 2S+1: 2

CARTESIAN COORDINATES (ANGSTROEM)
1 O 2.494 -0.614 -5.740
2 O -2.555 3.721 -3.065
3 O -2.535 -1.141 4.346
4 O -4.575 -2.209 4.809
5 O 4.867 0.173 5.867
6 O 4.102 5.339 1.216
7 O -1.168 0.557 -0.125
8 O 3.499 -1.631 1.233
9 O -1.810 -6.395 0.094
10 O -4.443 -3.113 -3.631
11 O -0.118 0.786 -2.187
12 O -1.850 -4.305 -0.975
13 O -2.700 -2.247 6.208
14 O -0.727 5.140 -3.209
15 O 5.641 -1.931 0.582
16 O 3.852 1.929 4.823
17 O -1.140 3.832 -1.370
18 O -0.355 -4.877 0.638
19 O 4.971 7.455 1.285
20 O 4.269 -1.675 -0.935
21 O 5.206 5.964 3.119
22 O 1.097 0.954 -0.242
23 O 5.463 2.432 6.224
24 O 3.071 1.084 -4.351
25 O -5.135 -5.304 -3.412
26 O -5.026 -4.144 -5.510
27 O 1.027 1.034 -5.577
28 N -1.137 -3.380 -5.896
29 N -0.940 1.547 4.354
30 N -4.574 0.168 -3.089
31 C -3.392 -1.865 5.036
32 C 4.075 3.886 1.572
33 C -4.839 -4.327 -4.117
34 C 1.073 0.702 1.162
35 C -3.295 -3.062 7.256
36 C -2.709 -6.967 -0.752
37 C 4.737 1.382 5.640
38 C -1.531 4.391 -2.609
39 C 4.367 -1.693 0.407
40 C -4.607 -2.786 -2.261
41 C 0.357 -3.646 0.480
42 C 6.215 -2.336 1.837
43 C -0.069 0.846 -0.962
44 C -5.603 -5.195 -6.260
45 C 3.031 1.064 4.002
46 C 0.438 2.182 -4.957
47 C 4.765 6.266 2.022
48 C -5.648 0.438 -2.841
49 C -2.948 3.894 -4.409
50 C 2.223 0.499 -5.106
51 C -0.961 -1.557 -3.941
52 C -2.478 0.476 -0.737
53 C 3.881 -1.214 -5.606
54 C 6.614 2.009 7.004
55 C -1.053 -2.547 -5.082
56 C 5.719 8.495 1.888
57 C -2.505 1.685 6.497
58 C 3.022 -1.689 -1.582
59 C -2.837 -0.526 3.080
60 C 0.092 4.266 -0.785
61 C -1.427 -5.075 -0.112
62 C -7.094 0.654 -2.478
63 C -1.581 1.595 5.330
64 H -7.269 1.620 -2.004
65 H -5.038 -6.114 -6.102
66 H 3.091 -1.896 -2.650
67 H 0.992 4.344 -1.394
68 H 7.056 2.776 7.640
69 H -2.986 1.423 -0.922
70 H 6.076 9.309 1.258
71 H 1.196 2.749 -4.418
72 H 0.785 -0.348 1.198
73 H -3.479 -4.076 6.902
74 H 5.955 -1.699 2.683
75 H 3.384 3.406 0.880
76 H -2.726 -2.967 8.180
77 H -6.645 -5.337 -5.975
78 H 7.278 -2.357 1.597
79 H -5.722 -4.883 -7.297
80 H -3.395 2.287 6.315
81 H 0.296 1.278 1.665
82 H -2.613 -1.144 2.210
83 H 3.719 3.849 2.601
84 H -4.206 -2.496 7.449
85 H -7.798 0.457 -3.287
86 H 6.627 8.021 2.261
87 H -1.907 -1.464 -3.407
88 H -5.641 -2.443 -2.230
89 H 1.251 -3.587 1.101
90 H -3.047 -0.280 -0.197
91 H -1.837 1.944 7.318
92 H 4.612 -0.777 -4.926
93 H 2.782 0.206 4.627
94 H -2.774 -7.967 -0.322
95 H -2.477 4.803 -4.784
96 H -7.564 -0.094 -1.840
97 H 4.960 3.250 1.543
98 H -3.937 -2.002 -1.909
99 H -3.592 -6.348 -0.594
100 H -2.387 3.196 -5.030
101 H -4.681 -3.623 -1.567
102 H -4.028 3.916 -4.555
103 H 6.138 -3.350 2.229
104 H 5.233 9.001 2.722
105 H 7.311 1.655 6.244
106 H 4.425 -1.383 -6.535
107 H -0.363 -2.855 0.691
108 H 2.516 -0.728 -1.484
109 H -0.128 -1.801 -3.280
110 H -3.887 -0.234 3.051
111 H 3.705 -2.255 -5.335
112 H -2.250 0.341 2.777
113 H -2.350 0.030 -1.723
114 H 0.384 3.768 0.140
115 H -2.394 -7.009 -1.794
116 H 3.522 0.733 3.086
117 H -0.011 5.319 -0.524
118 H -0.909 -0.571 -4.403
119 H 2.073 1.547 3.809
120 H 6.289 1.229 7.693
121 H -0.357 1.867 -4.281
122 H 2.278 -2.450 -1.346
123 H 2.051 0.845 1.622
124 H 0.768 -3.472 -0.514
125 H -0.144 2.690 -5.726
126 H -3.013 0.758 6.763

Computed values of DFT total energy (unit: eV) for the preceding records, in sequence: -128576.420 -94987.219.